{
  "formula": "C2H2ClNO2",
  "method": "ωB97M-V/def2-TZVPD",
  "orbital_gap_ev": [8.35, 7.47],
  "de_lowest_kj_mol": 408.8,
  "homo_ev": [-8.929, -8.725],
  "species": ["C", "C", "N", "O", "O", "Cl", "H", "H"],
  "positions_angstrom": [[-0.42720, 0.54643, 0.33582], [0.19390, -0.36900, -0.48739], [1.24663, 1.48702, -1.74821], [0.22151, 1.51912, 0.76391], [1.03399, 2.31138, -0.99174], [-0.61818, -1.43278, -1.53517], [-1.50320, 0.42262, 0.51441], [1.27443, -0.43359, -0.55349]],
  "forces_ev_per_a": [[-0.3679, 0.5096, 0.3354], [1.4270, -0.3942, -0.9367], [-0.8581, 1.4064, 1.5971], [-0.5344, -0.7159, 1.2261], [1.0584, -0.5828, -2.5270], [-0.3698, -0.2976, 0.0645], [-0.1161, 0.2746, -0.0988], [-0.2392, -0.2002, 0.3394]],
  "lowdin_charge": [-0.3906, -0.6046, 0.1770, -0.0374, 0.0377, 0.6411, 0.1165, 0.0602]
}